(1)
# C4H10S

A 2-piece molecular cluster, C4H10S overall (wB97M-V/def2-TZVPD, OMol25).

Element x y z (Å)
S (1.757, -0.256, 0.174)
H (-2.206, -0.582, -0.141)
H (0.880, -2.062, 1.598)
H (1.340, -2.561, -0.006)
H (-1.168, 0.511, 1.863)
H (-0.222, -1.597, 0.293)
H (-2.344, 0.699, -2.158)
C (-0.956, 0.862, 0.852)
C (-1.666, 0.361, -0.191)
H (2.051, -0.745, -1.035)
C (-1.949, 1.332, -1.359)
H (-2.691, 2.069, -1.044)
H (-1.076, 1.854, -1.794)
C (0.819, -1.777, 0.532)
H (-0.492, 1.828, 0.729)

Computed properties:
**SMILES**: C=CC.CS
**ΔE to the lowest compared entry with this formula, charge and spin**: 39.3 kcal/mol
**Spin multiplicity**: 1

Atomic partial charges in e from the Löwdin method, atoms 1 to 8: 0.64 0.09 0.04 0.02 0.07 -0.02 0.06 -0.11


(2)
# C25H47BN2O11P2S

C25H47BN2O11P2S as an isolated structure (wB97M-V/def2-TZVPD, OMol25).

Element x y z (Å)
H (0.217, -3.815, 9.822)
O (0.438, 0.562, 1.838)
C (-6.307, -1.512, -0.447)
H (-3.407, 2.814, -0.480)
H (1.069, -0.196, 4.205)
H (-2.741, -2.451, 7.342)
H (0.736, 1.836, -5.213)
C (0.756, 2.738, -0.646)
C (1.842, -0.510, -0.055)
H (0.332, 3.902, -2.429)
H (-0.398, 4.440, -8.686)
H (-2.194, 3.418, -2.591)
H (-0.343, 5.516, -7.248)
O (-0.715, -2.872, 0.475)
C (-0.730, -4.302, 9.584)
C (-0.134, 2.991, -1.940)
C (2.035, 0.449, -1.214)
N (1.867, -3.854, -2.024)
H (3.579, -0.975, 2.411)
H (-2.527, -1.626, 5.798)
H (2.509, -1.096, 4.807)
H (-2.381, 0.171, 0.776)
H (2.285, -2.731, 1.698)
C (0.138, 5.247, -8.190)
C (-4.409, -0.336, 0.171)
O (0.894, -5.058, 7.849)
H (-0.653, -5.382, 9.690)
O (0.352, 3.256, -6.671)
H (2.144, -3.970, 0.404)
H (2.843, 2.244, -0.135)
C (2.133, 2.005, -0.979)
H (1.038, 3.778, -0.289)
H (-2.444, -1.150, -0.512)
C (0.154, -3.292, 1.210)
C (1.883, -0.918, 3.896)
H (2.277, -5.379, 6.328)
O (1.499, 4.881, -7.995)
C (-2.656, 0.940, -1.335)
H (-1.484, -3.941, 10.283)
H (-6.891, -0.878, 0.275)
C (2.080, -1.556, -2.905)
H (3.416, 6.167, -6.477)
H (-3.670, 1.024, -1.835)
C (1.806, -1.955, -0.335)
H (1.329, -1.841, 3.547)
H (2.362, -6.488, 7.716)
H (-0.815, 1.680, -6.064)
H (-6.922, -1.832, -1.328)
N (2.150, -2.239, -4.111)
H (0.123, 6.121, -8.842)
C (-1.628, 3.378, -1.619)
C (2.721, -0.300, 2.666)
O (-5.182, -0.758, -0.960)
P (1.980, 3.765, -6.892)
C (1.653, -3.031, 0.809)
H (-1.911, 2.215, 0.330)
O (3.592, 4.215, -7.182)
O (0.765, -2.969, 6.839)
H (-1.883, 0.627, -2.083)
H (-0.005, 2.132, -2.653)
H (-4.775, 0.645, 0.614)
O (-1.395, -3.307, 6.021)
C (1.924, -2.496, -1.731)
H (-0.075, -3.830, 2.180)
P (-0.223, -4.124, 6.939)
H (4.969, 5.718, -7.216)
H (-4.449, -1.108, 1.002)
B (1.667, -0.068, 1.478)
C (-2.384, 2.364, -0.677)
C (-2.005, -2.158, 6.595)
C (1.687, -5.945, 7.055)
C (0.240, 1.926, -6.184)
H (-0.214, 0.148, 1.235)
H (0.685, 1.230, -6.897)
H (-5.946, -2.420, 0.124)
O (1.992, 4.359, -5.490)
H (2.501, 2.446, -1.955)
H (0.171, 2.278, 0.190)
S (2.005, -3.854, -3.681)
H (2.264, 0.592, -3.476)
C (3.886, 5.601, -7.283)
C (2.140, -0.098, -2.596)
O (-1.170, -3.972, 8.270)
H (3.071, 0.711, 3.045)
H (3.566, 5.989, -8.250)
H (1.047, -6.661, 6.537)
H (-1.619, 4.386, -1.102)
H (-1.261, -1.495, 7.039)
C (-2.867, -0.158, -0.187)

Computed properties:
**Spin multiplicity**: 1
**Total energy**: -3023.4414 hartree

Atomic partial charges in e from the Löwdin method, atoms 1 to 8: 0.10 0.09 -0.12 0.11 0.08 0.08 0.06 -0.18


(3)
# C3H7NO2P

An isolated ion of composition C3H7NO2P and charge +1 (wB97M-V/def2-TZVPD, OMol25).

Element x y z (Å)
O (0.027, -1.138, -0.582)
H (2.571, -0.327, 1.841)
H (0.933, -0.869, 2.281)
H (-0.568, -0.753, -2.516)
H (-0.732, 2.549, -0.462)
O (-0.075, 1.025, 0.763)
H (-1.971, 1.612, 0.305)
C (-0.879, -0.562, -1.472)
C (-0.977, 1.507, -0.182)
C (1.684, -0.850, 1.491)
H (1.956, -1.858, 1.185)
H (-1.841, -1.113, -1.394)
P (0.982, 0.012, 0.056)
N (-1.109, 0.766, -1.312)

Computed properties:
**ΔE to the lowest compared entry with this formula, charge and spin**: 51.6 kcal/mol
**Spin multiplicity**: 1
**Net charge**: +1

Atomic partial charges in e from the Löwdin method, atoms 1 to 8: -0.20 0.06 0.08 0.17 0.17 -0.20 0.19 -0.30


(4)
# C4H11NS

One molecule with the formula C4H11NS (wB97M-V/def2-TZVPD, OMol25).

Element x y z (Å)
H (0.678, -0.657, -2.120)
H (-0.568, 2.887, 2.912)
H (1.350, 1.800, 1.243)
H (0.533, -1.595, 1.176)
C (-0.298, -0.959, -1.825)
C (0.485, 0.604, -0.230)
H (-0.313, -2.626, -0.159)
H (-1.117, -0.538, -2.514)
S (-0.812, 2.551, 1.462)
N (-0.170, -1.853, 0.488)
H (-0.449, -2.110, -1.946)
C (0.396, 1.275, 1.191)
H (1.514, 0.230, -0.270)
H (-1.409, -0.382, -0.118)
H (0.214, 1.327, -1.023)
H (0.379, 0.649, 2.091)
C (-0.414, -0.602, -0.358)

Computed properties:
**SMILES**: C[C@@H](N)CCS
**ΔE to the lowest compared entry with this formula, charge and spin**: 41.8 kcal/mol
**Spin multiplicity**: 1

Atomic partial charges in e from the Löwdin method, atoms 1 to 8: 0.05 -0.05 0.05 0.06 -0.09 -0.23 0.05 0.11